Below is a cluster of 3 separate species, C25H39NO3 in total in a non-equilibrium geometry, with properties calculated with ωB97M-V/def2-TZVPD.

Structure (XYZ):
```
68
Properties=species:S:1:pos:R:3:forces:R:3
C -4.7746 5.1673 -4.2143 0.203 -1.419 0.457
C -4.3386 3.5574 -4.1548 -0.747 0.314 -0.194
C -2.7145 3.3667 -4.0333 -0.241 0.666 -1.157
N -2.1295 3.6865 -2.6755 -0.835 -1.033 -0.064
C -2.5083 2.6756 -1.6156 -0.577 -0.305 1.029
C -1.5146 1.3741 -1.6888 0.258 0.520 0.345
C -0.0528 1.5720 -0.9722 0.291 -0.762 0.882
C 0.5867 0.0339 -0.8216 0.022 1.212 -1.354
C 2.2039 -0.0264 -1.0824 0.051 -1.926 0.987
C 2.5539 -1.6207 -1.4480 -1.424 0.411 -1.815
O 2.9343 -2.3829 -0.2480 -0.283 -2.859 -1.541
C 2.7690 -3.8334 -0.4285 -3.823 -3.386 -0.587
C 4.1290 -4.7748 -0.2331 -0.850 0.880 0.105
O 1.6315 -4.4811 -0.6948 6.667 4.856 1.444
C -2.5471 3.3934 -0.1055 -0.360 0.274 -0.641
O -3.9879 3.6913 0.1888 1.764 -0.066 1.821
C -4.1435 4.1348 1.5888 -1.080 0.766 0.528
H -5.8193 5.1981 -4.7415 2.133 0.331 0.896
H -3.9172 5.7265 -4.7822 -1.946 -0.742 1.004
H -4.9012 5.5589 -3.1062 0.385 -0.614 -2.381
H -4.7434 3.0095 -5.1296 1.012 1.206 1.961
H -4.9570 3.1049 -3.2592 1.525 0.651 -1.685
H -2.2218 4.1428 -4.7950 -1.079 -1.655 1.562
H -2.3963 2.2957 -4.4535 -0.638 2.251 1.363
H -2.3104 4.6724 -2.3852 -0.140 -1.350 -0.411
H -3.6154 2.2545 -1.7661 2.232 0.975 0.302
H -1.3123 1.1444 -2.8368 -0.529 0.287 2.477
H -2.0501 0.4523 -1.1555 1.110 1.952 -1.256
H -0.1100 1.9812 0.1432 -0.193 -0.664 -2.445
H 0.6683 2.3043 -1.5424 -1.536 -1.559 0.858
H 0.0841 -0.5785 -1.7148 1.022 1.044 2.215
H 0.2880 -0.3689 0.2365 0.644 0.455 -2.221
H 2.7900 0.1937 -0.0694 -1.150 -0.192 -2.330
H 2.5907 0.6390 -1.9656 -0.953 -1.187 1.799
H 3.3567 -1.6943 -2.3273 -1.281 0.105 2.216
H 1.5798 -2.1552 -1.8837 2.023 1.331 0.931
H 4.0207 -5.6534 -1.0026 0.293 1.912 1.465
H 5.0507 -4.0723 -0.4297 -1.707 -1.720 0.493
H 4.1440 -5.2647 0.8551 -0.025 1.364 -2.395
H -2.0791 2.7118 0.7263 -1.028 1.186 -1.576
H -2.0119 4.4468 -0.0984 -0.668 -2.169 -0.128
H -5.2859 4.4354 1.7596 2.441 -0.751 -0.663
H -3.5346 5.1317 1.8259 -0.966 -2.253 -0.548
H -3.9233 3.2867 2.3773 -0.049 1.611 -1.683
C -4.3411 0.4298 3.0456 0.077 -0.173 -0.155
C -4.8089 0.5466 1.7370 0.032 -0.083 0.043
C -4.5394 -0.4571 0.8071 0.093 -0.030 0.168
C -3.7978 -1.5767 1.1847 -0.029 0.164 0.098
C -3.3221 -1.6892 2.4909 -0.070 0.115 -0.019
C -3.5947 -0.6873 3.4219 -0.053 0.033 -0.166
H -4.5569 1.2088 3.7717 0.021 -0.100 -0.078
H -5.3846 1.4203 1.4418 0.107 -0.134 0.006
H -4.9071 -0.3673 -0.2118 0.044 0.001 0.141
H -3.5900 -2.3601 0.4612 -0.013 0.102 0.096
H -2.7390 -2.5588 2.7839 -0.097 0.135 -0.051
H -3.2259 -0.7761 4.4403 -0.053 0.005 -0.144
C 6.2502 -4.5645 3.3869 0.205 0.039 -0.060
C 7.1889 -5.2618 4.1468 0.042 0.107 -0.095
C 8.5487 -4.9919 3.9958 -0.111 0.107 -0.114
C 8.9707 -4.0269 3.0810 -0.196 -0.062 0.027
C 8.0325 -3.3362 2.3144 -0.047 -0.106 0.105
C 6.6724 -3.6034 2.4680 0.113 -0.103 0.105
H 5.1903 -4.7703 3.5096 0.134 0.027 -0.008
H 6.8604 -6.0157 4.8579 0.050 0.124 -0.103
H 9.2798 -5.5331 4.5907 -0.110 0.079 -0.087
H 10.0299 -3.8145 2.9650 -0.143 -0.033 0.011
H 8.3615 -2.5882 1.5971 -0.052 -0.110 0.120
H 5.9413 -3.0634 1.8722 0.090 -0.055 0.094
```
Forces are in eV/Å.

The calculation puts the strongest force on any atom at 8.37 eV/Å. The calculation puts the energy above the lowest of the compared OMol25 structures with the same formula, charge and spin at 222.0 kcal/mol. Its electronic energy is -34182.5899 eV. The frontier orbital gap is 9.4 eV.

Mulliken population analysis, charges in e, atoms 1 to 4:
1. C -0.8683
2. C -0.2652
3. C -0.6514
4. N -0.3352

***

Below is a cluster of 7 separate species, C25H39O19 in total in a non-equilibrium geometry, with properties calculated with ωB97M-V/def2-TZVPD.

Structure (XYZ):
```
83
Properties=species:S:1:pos:R:3:forces:R:3
C -0.5056 -0.2362 -0.0596 -1.038 0.668 0.954
O -0.6493 0.4474 1.1185 0.327 -0.086 -0.372
H -1.3430 -0.9534 -0.2602 0.302 -0.070 0.369
H -0.6261 0.4114 -0.9667 0.504 0.074 -0.254
H 0.4512 -0.7916 -0.1291 -0.042 -0.050 -0.412
C 0.9856 -1.9690 3.4927 0.229 -0.229 -1.249
C 2.4044 -2.0127 2.9009 -1.953 0.003 -0.320
C 2.5292 -1.1258 1.6593 -0.126 0.036 0.859
O 3.8389 -0.5413 1.8562 -0.190 -0.075 -0.454
C 4.2203 -0.6994 3.1459 0.395 0.253 -0.801
O 5.2325 -0.2578 3.6001 -0.350 -0.044 0.081
O 3.3126 -1.4244 3.7994 0.567 -0.477 0.965
H 0.8507 -2.4168 4.4726 0.352 0.122 0.134
H 0.3809 -2.5648 2.7987 -0.183 0.068 0.084
H 0.6105 -0.9489 3.4117 -0.134 -0.001 0.359
H 2.6349 -3.0392 2.5972 0.611 -0.035 0.655
H 1.7485 -0.3583 1.6824 0.133 0.134 -0.221
H 2.4468 -1.7141 0.7505 0.475 0.311 -0.173
C 1.5610 3.5244 -3.1788 0.278 0.062 1.033
C 1.0010 2.1273 -2.9374 0.911 0.742 -0.655
C 0.7972 1.3509 -4.2209 -0.545 0.223 -0.077
O 1.0453 0.0180 -3.8005 -0.195 -0.707 -0.411
C 1.7987 0.0301 -2.6851 -0.452 0.063 0.180
O 2.2189 -0.9534 -2.1603 0.321 -0.244 0.020
O 1.9454 1.2785 -2.2341 0.397 0.222 -0.051
H 1.4498 4.0686 -2.2387 0.007 0.342 -0.250
H 1.0621 4.0830 -3.9662 -0.381 -0.234 0.050
H 2.6280 3.5359 -3.4061 -0.003 -0.413 -0.037
H 0.1638 2.1516 -2.2414 -0.495 -0.055 -0.736
H 1.4849 1.5933 -5.0386 0.272 0.210 0.389
H -0.2017 1.4884 -4.6367 -0.114 -0.359 0.310
C -3.5958 4.9644 0.2258 0.618 0.267 0.186
C -2.5338 3.9952 -0.2904 -1.778 0.602 -0.553
C -3.1524 2.6620 -0.7616 0.665 -0.676 1.024
O -2.7671 2.5537 -2.1188 -0.066 -0.867 -0.842
C -2.1061 3.6230 -2.5288 0.405 0.762 0.881
O -1.5741 3.7769 -3.5830 -0.190 -0.185 -0.534
O -2.0685 4.5421 -1.5415 0.609 0.180 0.142
H -4.3582 5.0956 -0.5402 -0.185 -0.087 0.141
H -3.1397 5.9389 0.4142 0.040 -0.013 -0.114
H -4.0145 4.6537 1.1834 -0.151 -0.268 -0.153
H -1.7184 3.9160 0.4215 0.177 -0.292 -0.225
H -4.2377 2.5660 -0.7191 0.000 0.447 0.146
H -2.7073 1.8275 -0.2096 -0.016 -0.035 -0.054
C -0.9553 -2.6137 -2.1566 1.579 0.415 0.894
C 0.1687 -3.6216 -1.9589 -0.686 -0.970 -0.886
C 1.0790 -3.5786 -0.7313 -0.385 0.217 -0.529
O 1.1398 -4.9340 -0.3019 0.265 -0.210 0.442
C 0.1830 -5.6715 -0.8868 -0.581 0.280 0.150
O -0.1002 -6.7875 -0.5899 0.235 -0.144 -0.245
O -0.4688 -4.9268 -1.8020 0.101 -0.204 -0.115
H -0.4368 -1.6545 -2.2586 -0.367 0.048 -0.381
H -1.5239 -2.5086 -1.2318 -0.265 -0.241 -0.561
H -1.5367 -2.8557 -3.0366 -0.156 -0.013 -0.011
H 0.7500 -3.7002 -2.8813 0.119 0.146 0.094
H 0.5998 -2.9473 0.0217 0.575 -0.056 0.164
H 2.0943 -3.2984 -0.9875 -0.081 0.487 0.153
C 2.2542 2.4027 2.3892 1.515 -0.592 0.207
C 2.1529 2.3948 0.8662 -0.876 1.384 0.896
C 0.8602 3.0783 0.4112 -0.105 -1.098 0.072
O 1.2051 4.4530 0.3219 0.066 0.224 0.119
C 2.5478 4.5268 0.1230 -0.494 0.341 -0.175
O 3.0922 5.5130 -0.2746 0.186 -0.099 0.207
O 3.1283 3.3652 0.4042 0.659 -0.616 -0.528
H 2.1659 3.3993 2.8267 -0.962 0.022 -0.233
H 3.2856 2.2036 2.7110 0.056 -0.423 -0.463
H 1.6611 1.6203 2.8578 -0.500 0.350 -0.020
H 2.2321 1.4292 0.3810 0.585 0.026 0.050
H 0.0821 2.8316 1.1312 -0.166 0.367 -0.111
H 0.5567 2.7404 -0.5831 -0.045 -0.002 0.341
C -3.1222 -1.8923 1.8191 0.177 -0.345 -0.285
C -3.1747 -3.4065 1.6194 0.642 1.513 -0.631
C -1.9571 -3.9076 0.8123 -0.553 -0.821 0.078
O -1.5212 -5.0457 1.5743 0.232 0.003 -0.478
C -2.1709 -5.1110 2.7396 0.330 -0.216 0.106
O -1.9970 -5.9648 3.5527 -0.168 0.218 0.096
O -3.0094 -4.0676 2.8588 -0.683 -0.271 0.581
H -2.0861 -1.6083 2.0087 -0.129 0.404 0.196
H -3.7865 -1.5356 2.6041 0.052 -0.189 0.133
H -3.4282 -1.3946 0.8966 0.101 -0.010 -0.057
H -4.1184 -3.6619 1.1300 0.018 -0.479 0.289
H -1.1248 -3.2088 0.7237 -0.311 0.167 0.309
H -2.2241 -4.2719 -0.1808 0.011 0.097 0.115
```
Forces are in eV/Å.

The calculation puts the strongest force on any atom at 1.98 eV/Å. Its total charge is -1. The calculation puts the energy above the lowest of the compared OMol25 structures with the same formula, charge and spin at 0.0 kcal/mol. Its electronic energy is -65462.5545 eV. The frontier orbital gap is 7.0 eV.

Mulliken population analysis, charges in e, atoms 1 to 4:
1. C 1.1458
2. O -0.8567
3. H -0.3372
4. H -0.1637